Formula: C25H30BFN7O3S2V
Source: OMol25
Level of theory: ωB97M-V with the def2-TZVPD basis set

Calculated values
Kohn-Sham gap (spin up / spin down) in Eh: 0.267 / 0.269
Charge: +2
Electronic energy in Ha: -3444.4455
<S²>: 2.02
Relative energy (zero: lowest compared OMol25 entry of this formula, charge and spin) in kcal per mole: 0.00
Largest force on an atom in hartree/bohr: 0.0115
Spin multiplicity: 3
HOMO level (spin up / spin down) in eV: -12.70 / -12.81

Each line ends with the natural charge from an NBO analysis.
Geometry (Å):
V: 3.117 0.254 0.784  1.29
C: 1.656 4.187 1.574  -0.40
N: 2.695 4.036 0.570  -0.33
C: 2.830 4.793 -0.568  -0.07
C: 3.950 4.358 -1.189  -0.02
N: 4.508 3.355 -0.433  -0.44
B: 5.893 2.749 -0.929  0.18
N: 6.258 1.387 -0.258  -0.45
C: 7.394 1.184 0.481  -0.02
C: 7.483 -0.139 0.770  -0.05
N: 6.389 -0.743 0.198  -0.31
C: 6.112 -2.177 0.190  -0.41
C: 5.652 0.206 -0.410  0.24
S: 4.136 -0.056 -1.234  -0.13
C: 3.732 3.168 0.631  0.25
S: 3.955 2.074 1.971  -0.17
H: 0.947 4.928 1.218  0.22
H: 2.086 4.520 2.517  0.24
H: 1.149 3.238 1.737  0.21
H: 2.129 5.565 -0.829  0.24
H: 4.408 4.679 -2.108  0.25
H: 6.754 3.530 -0.633  -0.02
H: 5.772 2.588 -2.113  -0.02
H: 8.049 1.998 0.730  0.25
H: 8.220 -0.700 1.315  0.25
H: 6.927 -2.678 0.703  0.23
H: 6.058 -2.532 -0.837  0.23
H: 5.178 -2.378 0.708  0.23
F: -2.988 1.611 -1.786  -0.33
C: -2.647 0.643 -0.907  0.35
C: -1.349 0.525 -0.522  -0.21
C: -0.972 -0.520 0.338  -0.08
C: 0.407 -0.655 0.754  0.48
O: 1.256 0.214 0.331  -0.72
C: 0.719 -1.745 1.595  -0.33
C: -0.298 -2.585 1.985  0.19
N: -1.572 -2.469 1.604  -0.31
C: -2.564 -3.401 2.121  -0.09
C: -2.211 -4.851 2.214  -0.40
C: -3.188 -4.388 1.176  -0.42
C: -1.949 -1.427 0.771  0.20
C: -3.287 -1.257 0.391  -0.26
C: -3.660 -0.227 -0.452  0.15
N: -4.991 -0.067 -0.845  -0.44
C: -5.623 1.220 -1.030  -0.23
C: -6.005 1.452 -2.484  -0.23
N: -6.867 0.300 -2.940  -0.49
C: -6.195 -1.034 -2.735  -0.23
C: -5.811 -1.179 -1.266  -0.23
C: 2.095 -2.119 2.127  0.79
O: 2.203 -3.110 2.808  -0.57
O: 3.097 -1.335 1.795  -0.76
H: -0.603 1.207 -0.904  0.27
H: -0.057 -3.404 2.650  0.27
H: -3.174 -2.969 2.904  0.24
H: -2.578 -5.389 3.076  0.25
H: -1.236 -5.164 1.866  0.24
H: -4.236 -4.617 1.309  0.24
H: -2.839 -4.376 0.152  0.23
H: -4.042 -1.922 0.781  0.24
H: -4.978 2.026 -0.695  0.26
H: -6.529 1.261 -0.410  0.21
H: -5.129 1.465 -3.130  0.24
H: -6.578 2.368 -2.619  0.25
H: -7.109 0.417 -3.926  0.45
H: -7.750 0.316 -2.423  0.43
H: -5.315 -1.039 -3.376  0.23
H: -6.888 -1.809 -3.059  0.25
H: -5.276 -2.119 -1.144  0.25
H: -6.720 -1.241 -0.654  0.21